No. 1
This record from OMol25 describes a gas-phase ion, C2H4N3 (charge +1). The level of theory is ωB97M-V/def2-TZVPD.

Each line ends with the Löwdin charge.
Element x y z (Å)
C -0.108 0.055 -0.046  -0.13
C 2.081 -0.196 0.002  0.20
N 0.945 0.887 -0.004  0.07
N 1.002 -1.119 -0.085  0.08
N -1.526 0.199 0.006  0.19
H 0.994 1.797 0.348  0.12
H 0.929 -2.110 -0.008  0.12
H -2.225 -0.607 -0.094  0.17
H -2.093 1.094 -0.120  0.17

The energy above the lowest of the compared OMol25 structures with the same formula, charge and spin comes out at 91.2 kcal/mol. The HOMO-LUMO gap comes out at 9.729 eV. The calculation puts the lowest unoccupied orbital energy at -5.9 eV. As for the spin multiplicity: 1. The net charge is +1.

No. 2
This record from OMol25 describes a molecular structure, C6H6O2S. The level of theory is ωB97M-V/def2-TZVPD.

Each line ends with the Löwdin charge.
Element x y z (Å)
C -0.968 -0.159 0.499  -0.12
C -0.863 -1.284 -0.248  -0.08
C -0.121 0.994 0.802  -0.19
C 0.211 -1.568 -1.199  -0.18
C -0.769 2.297 0.810  -0.27
C 1.294 -0.844 -1.434  -0.29
O 2.277 -0.802 0.945  -0.52
O -1.985 2.513 0.806  0.03
S 1.939 0.178 -0.077  0.93
H -1.911 -0.022 0.902  0.08
H -1.715 -1.953 -0.240  0.10
H 0.615 0.798 1.695  0.12
H 0.051 -2.422 -1.933  0.13
H -0.086 3.222 0.991  0.14
H 2.030 -0.945 -2.320  0.11

The energy above the lowest of the compared OMol25 structures with the same formula, charge and spin comes out at 89.0 kcal/mol. The HOMO-LUMO gap (spin up / spin down) comes out at 7.829 / 7.826 eV. The calculation puts the lowest unoccupied orbital energy (spin up / spin down) at -1.1 / -1.1 eV. As for the spin multiplicity: 1.

No. 3
This record from OMol25 describes 9 unconnected molecules or ions with the total composition C41H86N5O17. The level of theory is ωB97M-V/def2-TZVPD.

Each line ends with the Löwdin charge.
Element x y z (Å)
C -2.342 -0.343 2.665  -0.02
N -0.994 -0.820 2.720  -0.35
C -0.961 -1.797 3.861  0.06
C -0.617 -1.516 1.470  0.03
C -0.110 0.322 2.971  -0.10
C 0.300 1.225 1.798  -0.24
O -0.705 1.824 0.998  -0.17
H -2.548 0.058 3.632  0.09
H -3.051 -1.169 2.476  0.10
H -2.497 0.420 1.924  0.10
H -1.268 -1.222 4.719  0.11
H 0.047 -2.195 3.944  0.11
H -1.697 -2.598 3.704  0.11
H 0.402 -1.886 1.522  0.10
H -0.866 -0.804 0.703  0.09
H -1.317 -2.335 1.299  0.10
H 0.863 0.020 3.353  0.11
H -0.563 0.893 3.792  0.14
H 0.972 0.656 1.147  0.10
H 0.933 1.962 2.284  0.11
H -1.235 2.478 1.645  0.06
C -1.769 2.505 -4.209  -0.01
N -2.382 2.103 -2.905  -0.34
C -2.180 0.631 -2.738  0.02
C -1.550 2.854 -1.855  0.02
C -3.797 2.560 -2.869  -0.11
C -4.619 2.214 -1.651  -0.23
O -5.282 1.005 -1.748  -0.03
H -2.377 2.149 -5.019  0.11
H -0.818 1.966 -4.307  0.11
H -1.615 3.578 -4.279  0.10
H -2.768 0.024 -3.431  0.11
H -2.340 0.385 -1.678  0.11
H -1.138 0.393 -2.917  0.11
H -1.763 3.918 -1.903  0.11
H -0.512 2.650 -2.064  0.10
H -1.795 2.460 -0.881  0.08
H -4.239 2.118 -3.773  0.15
H -3.785 3.631 -3.064  0.14
H -5.410 2.957 -1.687  0.13
H -4.061 2.330 -0.714  0.14
H -4.900 0.333 -1.168  0.08
C 1.407 7.389 -2.776  0.02
C 1.835 5.960 -2.925  -0.47
C 3.270 5.786 -3.457  -0.10
C 4.298 6.190 -2.381  -0.16
C 4.271 5.126 -1.329  -0.13
C 3.004 5.302 -0.448  -0.36
N 1.689 5.365 -1.544  -0.01
O 0.745 4.949 -1.145  0.24
C 2.821 6.582 0.352  0.01
C 2.721 4.109 0.421  -0.02
C 0.946 5.181 -3.898  -0.01
H 1.245 7.780 -3.758  0.10
H 2.236 7.942 -2.338  0.09
H 0.545 7.534 -2.158  0.10
H 3.246 6.449 -4.325  0.14
H 3.428 4.779 -3.912  0.14
H 4.329 7.189 -1.948  0.12
H 5.281 6.124 -2.844  0.12
H 5.048 5.253 -0.587  0.14
H 4.351 4.081 -1.631  0.13
H 3.287 7.424 -0.099  0.07
H 3.305 6.393 1.313  0.12
H 1.742 6.686 0.522  0.11
H 3.616 4.053 1.065  0.13
H 2.685 3.200 -0.163  0.09
H 1.864 4.220 1.077  0.11
H -0.033 5.168 -3.428  0.07
H 1.385 4.171 -3.954  0.10
H 0.836 5.673 -4.852  0.11
C 3.172 -3.032 3.306  0.03
C 4.745 -2.954 3.148  -0.36
C 5.393 -3.598 1.896  -0.13
C 4.982 -2.989 0.548  -0.15
C 5.591 -1.604 0.538  -0.14
C 5.098 -0.681 1.722  -0.36
N 5.163 -1.397 3.097  -0.02
O 5.588 -0.913 3.994  0.26
C 3.556 -0.216 1.581  0.02
C 6.060 0.481 1.680  -0.04
C 5.545 -3.536 4.290  -0.04
H 2.888 -2.027 3.623  0.04
H 3.009 -3.610 4.225  0.10
H 2.730 -3.405 2.383  0.05
H 5.197 -4.674 1.987  0.14
H 6.456 -3.544 2.098  0.11
H 3.889 -2.961 0.442  0.09
H 5.420 -3.550 -0.274  0.12
H 5.338 -0.975 -0.307  0.11
H 6.700 -1.646 0.489  0.13
H 2.903 -1.089 1.441  0.08
H 3.489 0.341 0.647  0.08
H 3.311 0.503 2.365  0.03
H 5.781 1.302 2.341  0.09
H 6.186 0.833 0.664  0.09
H 7.064 0.116 2.011  0.11
H 6.622 -3.435 4.098  0.09
H 5.292 -4.600 4.192  0.11
H 5.276 -3.153 5.266  0.09
C -4.359 -2.604 -1.028  -0.01
C -3.480 -3.691 -1.669  -0.36
C -3.447 -5.135 -1.081  -0.07
C -4.879 -5.681 -1.260  -0.17
C -5.179 -5.860 -2.733  -0.13
C -5.309 -4.568 -3.637  -0.39
N -4.131 -3.570 -3.114  0.01
O -3.725 -2.745 -3.857  0.16
C -6.584 -3.777 -3.431  -0.01
C -4.928 -4.842 -5.103  -0.01
C -2.015 -3.194 -1.696  0.00
H -4.030 -2.438 -0.004  0.07
H -5.447 -2.730 -0.995  0.09
H -4.210 -1.745 -1.688  0.06
H -3.126 -4.940 -0.060  0.11
H -2.690 -5.714 -1.586  0.13
H -5.582 -5.142 -0.601  0.12
H -4.994 -6.715 -0.908  0.13
H -6.135 -6.398 -2.856  0.14
H -4.429 -6.544 -3.131  0.12
H -7.337 -4.217 -4.075  0.10
H -6.428 -2.711 -3.623  0.10
H -6.826 -3.897 -2.384  0.08
H -5.050 -3.902 -5.629  0.08
H -5.596 -5.614 -5.527  0.12
H -3.876 -5.089 -5.035  0.09
H -1.561 -3.593 -2.606  0.10
H -1.452 -3.524 -0.790  0.07
H -2.117 -2.120 -1.806  0.05
O 3.978 1.307 5.754  0.06
C 3.238 0.978 4.650  -0.84
O 2.805 -0.216 4.667  -0.09
O 3.077 1.685 3.679  -0.03
H 3.693 0.463 6.207  0.12
O -4.630 -4.987 2.600  0.11
C -3.591 -4.301 2.200  -0.86
O -3.928 -3.163 1.711  -0.12
O -2.441 -4.690 2.341  0.02
H -5.279 -4.265 2.492  0.12
O -2.409 2.242 4.448  0.07
C -2.318 3.398 3.836  -0.89
O -2.564 4.418 4.472  0.00
O -2.014 3.394 2.632  -0.04
H -2.578 2.655 5.349  0.15
O 0.330 -4.623 1.916  0.10
C 0.758 -4.282 0.710  -0.91
O -0.003 -4.540 -0.238  -0.06
O 1.835 -3.760 0.532  -0.02
H -0.532 -4.993 1.850  0.05

The HOMO-LUMO gap comes out at 3.451 eV. The calculation puts the lowest unoccupied orbital energy at -5.2 eV. As for the spin multiplicity: 1. The net charge is +1.

No. 4
This record from OMol25 describes C5H12O in the gas phase. The level of theory is ωB97M-V/def2-TZVPD.

Each line ends with the Löwdin charge.
Element x y z (Å)
C 0.016 0.382 2.669  -0.08
C 0.296 -0.394 1.397  -0.29
O -0.423 0.218 0.351  -0.15
C -0.189 -0.335 -0.933  -0.47
C -1.357 0.098 -1.806  -0.05
C 1.150 0.140 -1.496  -0.05
H -1.061 0.417 2.861  0.08
H 0.380 1.410 2.573  0.08
H 0.510 -0.087 3.526  0.07
H 1.377 -0.396 1.189  0.11
H -0.020 -1.446 1.506  0.12
H -0.187 -1.436 -0.856  0.14
H -1.291 -0.362 -2.798  0.08
H -1.358 1.187 -1.925  0.09
H -2.303 -0.197 -1.344  0.08
H 1.998 -0.288 -0.950  0.07
H 1.205 1.231 -1.418  0.09
H 1.257 -0.142 -2.549  0.08

Its structure (SMILES) is CCOC(C)C. The energy above the lowest of the compared OMol25 structures with the same formula, charge and spin comes out at 9.4 kcal/mol. The HOMO-LUMO gap comes out at 10.864 eV. The calculation puts the lowest unoccupied orbital energy at 1.2 eV. As for the spin multiplicity: 1.

No. 5
This record from OMol25 describes a gas-phase ion, C3H6N (charge +2). The level of theory is ωB97M-V/def2-TZVPD.

Each line ends with the Löwdin charge.
Element x y z (Å)
C 0.029 0.723 -0.595  0.09
C -1.199 0.467 -0.941  0.28
C 0.371 -1.131 1.048  0.39
N 0.856 -0.069 0.373  0.16
H 0.484 1.793 -0.900  0.24
H -1.722 -0.460 -0.750  0.14
H -1.908 1.295 -1.280  0.19
H 0.926 -1.941 1.382  0.14
H -0.717 -0.898 1.219  0.17
H 1.742 0.336 0.644  0.20

The energy above the lowest of the compared OMol25 structures with the same formula, charge and spin comes out at 31.9 kcal/mol. The HOMO-LUMO gap (spin up / spin down) comes out at 10.233 / 9.279 eV. The calculation puts the lowest unoccupied orbital energy (spin up / spin down) at -13.1 / -15.6 eV. As for the spin multiplicity: 2. The net charge is +2.